Entry from OMol25: a molecular structure, C27H49As3NO3SSbZr at a distorted geometry (ωB97M-V/def2-TZVPD).

Element x y z (Å)
Zr: 1.0402 0.2145 -1.0675
C: 1.2037 4.9390 -2.8047
C: 0.1705 4.3432 -1.8897
C: -0.1153 5.0667 -0.5682
O: -1.1077 4.1038 -2.5543
C: 0.6407 2.9461 -1.6261
O: 0.7234 2.4158 -0.4521
O: 0.9597 2.1181 -2.5749
H: 1.0975 6.0588 -2.8283
H: 1.0533 4.6329 -3.8524
H: 2.2433 4.7341 -2.5757
H: -0.3653 6.0854 -0.8942
H: 0.7139 5.0477 0.1015
H: -0.9016 4.5751 -0.1050
H: -1.3070 4.8302 -3.1181
S: 5.3686 -0.9999 -1.1619
C: 5.3773 0.4824 -1.9916
C: 4.1158 0.9769 -2.1157
C: 3.0808 0.2102 -1.5504
C: 3.6517 -0.9812 -1.0155
C: 2.8622 -2.1228 -0.5867
C: 3.5485 -3.2431 0.0690
C: 2.6751 -4.2271 0.5939
C: 1.2780 -4.0731 0.4410
C: 0.7502 -3.0476 -0.3625
N: 1.5256 -2.0185 -0.7473
H: 6.2223 1.0327 -2.2526
H: 3.9316 1.9247 -2.6382
H: 4.6400 -3.3385 0.0894
H: 3.1258 -5.0673 1.1263
H: 0.5894 -4.7631 0.9121
H: -0.2897 -2.9084 -0.6393
C: 1.4970 2.0900 2.6976
As: 1.1959 0.2734 1.8835
C: 2.6499 -0.6261 2.8258
C: -0.3170 -0.4903 3.0667
C: -1.7641 -0.0448 2.6641
C: -1.7692 1.4642 2.3439
C: -2.2527 -0.8717 1.4848
As: -1.6682 -0.3552 -0.3760
C: -2.8866 1.1609 -0.8008
C: -3.0752 -1.5212 -1.1075
C: -2.7708 -0.3028 3.8632
As: -3.2966 -2.1651 4.5648
C: -2.3516 -3.6346 3.6281
C: -2.1552 -2.2286 6.1629
H: 1.6408 2.0949 3.7793
H: 0.6308 2.5994 2.3305
H: 2.3493 2.5373 2.1215
H: 2.7479 -0.1873 3.7665
H: 3.4476 -0.2104 2.2045
H: 2.5388 -1.7240 2.7801
H: -0.1228 -0.0674 4.0713
H: -0.2618 -1.5750 3.1519
H: -1.1961 1.6987 1.4541
H: -1.3809 2.0449 3.1829
H: -2.7753 1.9321 2.1017
H: -3.3687 -0.7510 1.4944
H: -2.1471 -1.9313 1.6705
H: -3.9409 0.8027 -0.7437
H: -2.7055 1.5735 -1.8115
H: -2.8045 1.9271 -0.0622
H: -3.9658 -1.4344 -0.5000
H: -2.7705 -2.5820 -1.0506
H: -3.1800 -1.2338 -2.1696
H: -3.7833 0.1453 3.5999
H: -2.5665 0.3521 4.7460
H: -3.0209 -4.0307 2.8516
H: -2.1333 -4.5101 4.3402
H: -1.4503 -3.2660 3.1107
H: -2.8401 -2.0327 6.9478
H: -1.5238 -1.3453 6.1604
H: -1.5898 -3.1527 6.2910
C: -1.1682 -2.5841 -4.2760
Sb: -0.2729 -0.6582 -3.5728
C: -1.1600 1.0336 -4.5662
C: 1.5247 -0.8541 -4.9295
H: -0.3444 -3.2727 -4.6575
H: -1.8917 -2.4328 -5.0619
H: -1.6212 -3.1026 -3.4219
H: -1.2035 0.9409 -5.6788
H: -0.4414 1.8978 -4.3257
H: -2.1080 1.3720 -4.1200
H: 2.1815 -0.0142 -4.8709
H: 1.0063 -0.9483 -5.8864
H: 2.1337 -1.7472 -4.7130

Energy above the lowest of the compared OMol25 structures with the same formula, charge and spin = 34.29 kcal per mole
F_max = 3.83 eV/Å
Frontier orbital gap = 5.7 eV
Charge = +2
Calculated total energy = -237580.195 eV
E_HOMO = -12.51 eV
LUMO level = -6.8 eV